C5H6O2 | ωB97M-V/def2-TZVPD

Last column: Löwdin charge in e.
CARTESIAN COORDINATES (ANGSTROEM)
1 C -0.43284 -0.62092 0.53590  -0.08
2 C 0.96456 -0.62214 0.51853  -0.11
3 C -1.23492 0.17470 -0.28221  -0.34
4 C 1.61788 0.44484 -0.00794  -0.21
5 C -2.63957 -0.00367 -0.33701  -0.10
6 O -2.25591 0.94797 0.46716  0.03
7 O 2.87205 0.35536 -0.39415  0.03
8 H -1.09285 -1.23273 1.26706  0.14
9 H 1.59601 -1.52130 0.60453  0.12
10 H -0.69071 0.87718 -0.92644  0.14
11 H 1.50596 1.54791 0.05560  0.15
12 H -3.38979 0.21345 -1.15806  0.12
13 H 3.18013 -0.56065 -0.34297  0.11

Computed properties:
orbital gap (alpha / beta)	5.388 / 4.967	eV
net charge	0
HOMO level (alpha / beta)	-6.4 / -6.2	eV
relative energy (zero: lowest compared OMol25 entry of this formula, charge and spin)	169.8	kcal/mol


C3H5NO3S | ωB97M-V/def2-TZVPD

Last column: Löwdin charge in e.
CARTESIAN COORDINATES (ANGSTROEM)
1 C -0.68475 -1.18769 -1.79336  -0.09
2 O -0.15948 -0.23629 -0.99694  -0.04
3 C 0.11113 -0.54683 0.28864  -0.40
4 O -0.15710 -1.73871 0.68802  0.06
5 C 0.89118 0.19703 1.25171  -0.42
6 O 1.72345 -0.61393 1.85701  0.06
7 N 0.94823 1.66800 1.24100  -0.22
8 S -0.87589 2.14895 1.21086  0.74
9 H -1.72011 -1.18171 -1.56781  0.09
10 H -0.41064 -2.18141 -1.54845  0.08
11 H -0.40856 -0.96322 -2.84558  0.12
12 H 1.45263 1.78362 2.19119  0.12
13 H -0.71010 2.85219 0.02371  -0.11

Computed properties:
orbital gap	9.840	eV
SMILES	COC(=O)C(=O)NS
net charge	0
HOMO level	-10.4	eV
relative energy (zero: lowest compared OMol25 entry of this formula, charge and spin)	72.8	kcal/mol


C3H7N3O | ωB97M-V/def2-TZVPD

Last column: Löwdin charge in e.
CARTESIAN COORDINATES (ANGSTROEM)
1 H 1.11554 3.99865 0.04838  0.04
2 N 1.23681 3.09613 0.50148  0.07
3 C 0.62777 2.19703 -0.15679  -0.28
4 N 0.65683 0.88338 0.27676  0.09
5 C -0.14903 -0.09895 -0.29468  -0.55
6 O -0.84839 0.12212 -1.26931  0.05
7 N -0.08438 -1.30457 0.34151  0.01
8 C -0.90967 -2.41872 -0.07093  -0.07
9 H 0.04629 2.31821 -1.07297  0.13
10 H 1.13899 0.72873 1.15174  0.14
11 H 0.56832 -1.43666 1.09715  0.13
12 H -1.62768 -2.03999 -0.79954  0.08
13 H -1.45185 -2.83086 0.78641  0.08
14 H -0.31955 -3.21451 -0.53922  0.08

Computed properties:
orbital gap	10.392	eV
SMILES	[H]/N=C/NC(=O)NC
net charge	0
HOMO level	-9.6	eV
relative energy (zero: lowest compared OMol25 entry of this formula, charge and spin)	2.4	kcal/mol


C4H4O2Pt | ωB97M-V/def2-TZVPD

Last column: Löwdin spin population.
CARTESIAN COORDINATES (ANGSTROEM)
1 O 1.94682 -0.81287 -0.62698  0.19
2 C 0.65211 -0.48272 -0.58134  0.05
3 H 0.79847 1.22689 -0.15220  0.01
4 C -0.63264 -0.48570 -1.04844  0.04
5 C -1.27595 0.16718 0.16346  0.00
6 C 0.16097 0.59957 0.51929  0.06
7 O 0.90291 0.55846 1.70827  0.44
8 H -1.02311 -0.70787 -2.04380  0.01
9 H -1.71342 -0.52656 0.89919  0.00
10 H -1.99601 0.98575 -0.00323  0.00
11 Pt 2.17984 -0.52214 1.16578  1.20

Computed properties:
orbital gap (alpha / beta)	8.100 / 6.694	eV
multiplicity	3
net charge	0
HOMO level (alpha / beta)	-8.5 / -8.5	eV
relative energy (zero: lowest compared OMol25 entry of this formula, charge and spin)	0.0	kcal/mol


C17H35FNO10PS | ωB97M-V/def2-TZVPD

Last column: Löwdin charge in e.
CARTESIAN COORDINATES (ANGSTROEM)
1 C 3.49381 -0.59491 1.82168  -0.07
2 C 3.57502 -1.22636 0.44602  -0.27
3 O 2.27171 -1.67728 0.09513  -0.18
4 C 2.26092 -2.43613 -1.10208  -0.20
5 C 0.81397 -2.59493 -1.60393  -0.07
6 C -0.25111 -2.40896 -0.52741  -0.22
7 O -1.10849 -3.56160 -0.54741  -0.04
8 C -2.45142 -3.14500 -0.20107  -0.26
9 N -3.28872 -4.27359 -0.50170  -0.02
10 C -4.24654 -4.16247 -1.60559  -0.03
11 C -3.87935 -4.94903 0.60456  -0.46
12 C -4.25262 -4.22197 1.87670  0.01
13 O -4.12244 -6.12116 0.50313  0.10
14 C -2.54591 -1.84879 -1.01719  -0.15
15 C -3.83918 -1.01568 -1.01814  -0.10
16 C -4.65900 -0.90071 0.25598  -0.19
17 F -3.93126 -0.48918 1.35811  -0.03
18 C -1.22033 -1.18805 -0.63605  -0.42
19 O -1.32611 -0.61173 0.67110  -0.01
20 C -0.71312 -0.08622 -1.56811  -0.16
21 S -1.26455 1.56830 -1.18944  0.72
22 O -1.41632 2.26112 -2.44661  -0.35
23 O -0.38661 2.10202 -0.17618  -0.34
24 H 2.79096 0.24059 1.78676  0.07
25 H 3.10515 -1.31678 2.54153  0.08
26 H 4.46588 -0.21749 2.13664  0.08
27 H 3.88839 -0.47279 -0.28832  0.12
28 H 4.27484 -2.06981 0.43148  0.12
29 H 2.85207 -1.89757 -1.85452  0.12
30 H 2.72980 -3.41396 -0.94449  0.13
31 H 0.67624 -3.61106 -1.97946  0.13
32 H 0.65832 -1.93798 -2.46031  0.11
33 H 0.16192 -2.34644 0.47910  0.16
34 H -2.42498 -2.90016 0.86206  0.15
35 H -4.62724 -5.16191 -1.81593  0.10
36 H -5.10705 -3.53127 -1.36121  0.08
37 H -3.75197 -3.81041 -2.50881  0.10
38 H -5.32922 -4.32013 2.02241  0.10
39 H -3.77301 -4.74913 2.70512  0.10
40 H -3.94763 -3.18156 1.93056  0.05
41 H -2.38084 -2.13422 -2.06314  0.16
42 H -4.51982 -1.49960 -1.72465  0.11
43 H -3.63883 -0.03529 -1.45841  0.10
44 H -5.13980 -1.85853 0.47875  0.10
45 H -5.46307 -0.17428 0.10003  0.12
46 H -0.46807 -0.22597 0.90123  0.11
47 H -0.88372 -0.28154 -2.62599  0.12
48 H 0.36668 0.03431 -1.41612  0.12
49 H -2.48682 1.45001 -0.63163  0.08
50 C 2.10536 3.86977 -0.65004  -0.08
51 O 3.39179 4.10874 -0.03719  -0.21
52 P 3.52712 5.18264 1.11098  0.32
53 O 2.27240 5.63512 1.71524  -0.22
54 O 4.41981 6.34856 0.49534  -0.22
55 C 3.87203 7.10236 -0.58906  -0.09
56 O 4.56332 4.47775 2.06745  -0.21
57 C 4.86106 5.12583 3.31352  -0.09
58 H 2.30323 3.45646 -1.63646  0.09
59 H 1.53154 3.16071 -0.06529  0.05
60 H 1.53817 4.79284 -0.75342  0.09
61 H 2.81544 7.31792 -0.42138  0.09
62 H 3.99694 6.55250 -1.52276  0.09
63 H 4.42168 8.03787 -0.64389  0.09
64 H 4.06573 4.93081 4.03056  0.09
65 H 4.97817 6.20105 3.17986  0.09
66 H 5.79571 4.70432 3.67235  0.09

Computed properties:
orbital gap	10.098	eV
SMILES	CCOCC[C@@H]1O[C@H](N(C)C(C)=O)[C@@H](CCF)[C@]1(O)C[SH](=O)=O.COP(=O)(OC)OC
net charge	0
HOMO level	-9.7	eV


C22H18Cl3N5O2RuS | ωB97M-V/def2-TZVPD

Last column: Löwdin spin population.
CARTESIAN COORDINATES (ANGSTROEM)
1 Ru 0.38846 -0.14000 -0.96305  0.77
2 C -0.87122 3.40113 1.23900  0.00
3 C -0.23524 2.54672 0.33331  0.00
4 N -0.35625 1.23141 0.39900  -0.01
5 C -1.10782 0.69496 1.39551  0.00
6 C -1.77469 1.47547 2.34237  0.00
7 C -1.64268 2.87123 2.24108  0.00
8 C -2.55377 0.81964 3.35642  0.00
9 C -2.63913 -0.52555 3.41468  0.00
10 C -1.95437 -1.35171 2.45965  0.00
11 C -1.98023 -2.75796 2.46574  0.00
12 C -1.27251 -3.45206 1.51894  0.00
13 C -0.55363 -2.75223 0.54251  0.00
14 N -0.53547 -1.43442 0.50672  0.02
15 C -1.20795 -0.73783 1.45256  0.00
16 H -0.74238 4.46855 1.13208  0.00
17 H 0.38212 2.93074 -0.46867  0.00
18 H -2.14778 3.51197 2.95276  0.00
19 H -3.07213 1.43556 4.08001  0.00
20 H -3.22677 -1.00613 4.18628  0.00
21 H -2.55635 -3.28107 3.21874  0.00
22 H -1.27308 -4.53243 1.49800  0.00
23 H -0.00235 -3.26588 -0.23617  0.00
24 S 2.06879 0.73749 -2.38293  0.01
25 C 0.74368 1.49464 -3.21257  0.00
26 C 0.69501 2.19118 -4.42028  0.00
27 C -0.53455 2.64266 -4.84657  0.00
28 C -1.68441 2.38979 -4.08939  0.00
29 C -1.55909 1.68162 -2.91837  0.01
30 N -0.35835 1.27108 -2.48657  0.07
31 H 1.59729 2.34644 -4.99430  0.00
32 H -0.61553 3.18514 -5.77963  0.00
33 H -2.65664 2.72559 -4.41883  0.00
34 H -2.40691 1.41747 -2.30149  0.00
35 C 4.63114 0.80047 2.22963  0.00
36 N 3.91966 -0.41114 1.81854  0.00
37 C 4.18260 -1.65631 2.54044  0.00
38 C 2.88837 -0.32279 1.02192  0.02
39 N 1.98895 -0.26295 0.30306  0.00
40 H 5.70211 0.60822 2.19085  0.00
41 H 4.35001 1.08723 3.24428  0.00
42 H 4.39615 1.60906 1.54270  0.00
43 H 5.25166 -1.86046 2.50973  0.00
44 H 3.65623 -2.47489 2.05697  0.00
45 H 3.85837 -1.57535 3.57930  0.00
46 Cl -3.06751 -3.46633 -2.41476  0.00
47 C -1.55801 -2.97898 -3.19599  0.00
48 Cl -1.88599 -2.30803 -4.80236  0.00
49 Cl -0.48834 -4.37308 -3.32531  0.00
50 C -0.90526 -1.84334 -2.38084  0.00
51 O -1.62985 -0.96743 -1.87012  0.08
52 O 0.35565 -1.83711 -2.26454  0.00

Computed properties:
orbital gap (alpha / beta)	6.998 / 6.859	eV
multiplicity	2
net charge	+1
HOMO level (alpha / beta)	-10.4 / -10.3	eV
relative energy (zero: lowest compared OMol25 entry of this formula, charge and spin)	31.2	kcal/mol